{"formula": "C57H122F2N10O7S2", "method": "ωB97M-V/def2-TZVPD", "e_above_lowest_kcal_mol": 88.6, "total_charge": 4, "max_force_ev_per_a": 8.54, "symbols": ["C", "C", "C", "O", "H", "H", "H", "H", "H", "H", "H", "C", "C", "N", "C", "C", "N", "C", "C", "H", "H", "H", "H", "H", "H", "H", "H", "H", "H", "H", "C", "C", "N", "C", "C", "N", "C", "C", "H", "H", "H", "H", "H", "H", "H", "H", "H", "H", "H", "C", "C", "C", "N", "C", "C", "C", "C", "C", "H", "H", "H", "H", "H", "H", "H", "H", "H", "H", "H", "H", "H", "H", "H", "H", "H", "H", "C", "C", "C", "N", "C", "C", "C", "C", "C", "H", "H", "H", "H", "H", "H", "H", "H", "H", "H", "H", "H", "H", "H", "H", "H", "H", "H", "C", "C", "C", "N", "C", "C", "C", "C", "C", "H", "H", "H", "H", "H", "H", "H", "H", "H", "H", "H", "H", "H", "H", "H", "H", "H", "H", "C", "C", "C", "N", "C", "C", "C", "C", "C", "H", "H", "H", "H", "H", "H", "H", "H", "H", "H", "H", "H", "H", "H", "H", "H", "H", "H", "C", "C", "C", "N", "C", "C", "C", "C", "C", "H", "H", "H", "H", "H", "H", "H", "H", "H", "H", "H", "H", "H", "H", "H", "H", "H", "H", "N", "S", "O", "O", "F", "S", "O", "O", "F", "C", "C", "O", "O", "H", "H", "H"], "coordinates": [[-2.337, -10.410, -6.967], [-2.918, -11.761, -6.294], [-1.980, -12.153, -5.001], [-4.234, -11.671, -5.949], [-2.981, -10.167, -7.812], [-1.296, -10.518, -7.271], [-2.393, -9.577, -6.267], [-2.860, -12.556, -7.038], [-0.918, -12.316, -5.184], [-2.218, -13.127, -4.572], [-2.180, -11.449, -4.194], [-4.455, -9.747, -1.767], [-4.642, -10.519, -0.484], [-4.019, -9.797, 0.633], [-2.914, -10.245, 1.209], [-2.607, -9.401, 2.258], [-3.566, -8.361, 2.281], [-4.423, -8.649, 1.250], [-3.683, -7.201, 3.135], [-4.983, -10.247, -2.579], [-3.409, -9.766, -2.073], [-4.865, -8.746, -1.630], [-4.302, -11.551, -0.572], [-5.728, -10.575, -0.411], [-2.443, -11.177, 0.933], [-1.811, -9.564, 2.970], [-5.356, -8.131, 1.082], [-2.896, -7.242, 3.887], [-4.660, -7.047, 3.594], [-3.426, -6.331, 2.530], [-4.239, -18.104, -12.056], [-3.479, -17.487, -11.021], [-3.804, -16.095, -10.937], [-3.309, -15.148, -11.843], [-3.847, -13.967, -11.469], [-4.557, -14.033, -10.301], [-4.546, -15.395, -9.947], [-5.256, -12.946, -9.599], [-5.222, -18.359, -11.661], [-3.809, -19.029, -12.440], [-4.235, -17.512, -12.971], [-2.410, -17.645, -11.165], [-3.725, -17.828, -10.015], [-2.686, -15.520, -12.642], [-3.754, -12.990, -11.918], [-5.007, -15.919, -9.123], [-4.607, -12.084, -9.450], [-5.464, -13.298, -8.589], [-6.228, -12.764, -10.059], [-6.031, -1.683, -8.565], [-5.428, -2.668, -7.539], [-4.077, -3.244, -8.042], [-3.479, -4.342, -7.111], [-3.527, -3.780, -5.599], [-4.339, -5.562, -7.223], [-3.345, -6.599, -6.768], [-1.955, -6.240, -7.333], [-2.070, -4.737, -7.505], [-5.271, -0.974, -8.893], [-6.853, -1.079, -8.181], [-6.301, -2.131, -9.521], [-6.036, -3.566, -7.424], [-5.388, -2.077, -6.623], [-3.322, -2.459, -8.001], [-4.003, -3.687, -9.035], [-2.807, -4.366, -5.027], [-4.564, -3.801, -5.265], [-3.103, -2.776, -5.618], [-5.303, -5.536, -6.715], [-4.649, -5.718, -8.256], [-3.399, -6.766, -5.692], [-3.554, -7.584, -7.184], [-1.227, -6.489, -6.561], [-1.687, -6.769, -8.247], [-1.420, -4.194, -6.819], [-1.827, -4.358, -8.498], [-0.022, -15.870, -3.844], [0.698, -15.759, -5.245], [-0.261, -15.571, -6.435], [0.459, -15.397, -7.857], [1.425, -16.661, -8.120], [1.349, -14.084, -8.065], [0.317, -13.018, -8.288], [-0.751, -13.717, -9.134], [-0.546, -15.239, -9.050], [-0.749, -16.683, -3.849], [-0.660, -15.047, -3.524], [0.730, -16.050, -3.076], [1.395, -16.592, -5.331], [1.392, -14.933, -5.085], [-0.876, -14.680, -6.314], [-0.750, -16.534, -6.586], [0.700, -17.475, -8.072], [2.153, -16.803, -7.321], [1.807, -16.685, -9.140], [1.853, -14.140, -9.030], [2.155, -13.982, -7.338], [0.685, -12.097, -8.741], [-0.292, -12.709, -7.439], [-0.571, -13.427, -10.169], [-1.757, -13.411, -8.845], [0.047, -15.561, -9.906], [-1.471, -15.811, -8.978], [-7.148, -13.280, -2.028], [-6.534, -14.640, -2.426], [-5.869, -14.567, -3.819], [-5.598, -15.902, -4.481], [-6.848, -16.699, -4.655], [-4.882, -15.798, -5.832], [-4.089, -17.066, -5.963], [-3.947, -17.692, -4.587], [-4.596, -16.685, -3.690], [-8.152, -13.102, -2.413], [-6.445, -12.459, -2.171], [-7.289, -13.345, -0.949], [-7.302, -15.401, -2.291], [-5.749, -14.735, -1.676], [-4.884, -14.104, -3.759], [-6.485, -14.173, -4.627], [-6.493, -17.724, -4.760], [-7.509, -16.325, -5.437], [-7.390, -16.619, -3.713], [-5.684, -15.592, -6.541], [-4.161, -14.991, -5.705], [-4.673, -17.629, -6.690], [-3.166, -17.004, -6.539], [-4.409, -18.673, -4.476], [-2.870, -17.781, -4.447], [-5.006, -16.988, -2.726], [-3.877, -15.956, -3.318], [-5.558, -7.442, -3.944], [-6.828, -8.160, -4.452], [-6.565, -8.775, -5.811], [-7.589, -9.896, -6.268], [-7.229, -10.291, -7.729], [-9.091, -9.545, -6.272], [-9.528, -9.860, -4.887], [-8.842, -11.186, -4.588], [-7.497, -11.226, -5.495], [-5.527, -6.577, -4.606], [-4.640, -8.024, -3.866], [-5.830, -6.974, -2.998], [-7.731, -7.552, -4.523], [-7.180, -8.933, -3.769], [-5.675, -9.382, -5.980], [-6.585, -7.995, -6.572], [-7.476, -9.372, -8.259], [-7.799, -11.134, -8.119], [-6.150, -10.438, -7.768], [-9.443, -10.192, -7.075], [-9.047, -8.502, -6.588], [-10.618, -9.890, -4.889], [-9.241, -9.000, -4.283], [-9.411, -12.104, -4.736], [-8.581, -11.324, -3.538], [-7.462, -12.037, -6.222], [-6.639, -11.260, -4.824], [1.530, -14.835, 1.250], [1.040, -13.649, 0.491], [2.169, -12.799, -0.297], [1.644, -11.728, -1.283], [0.642, -10.897, -0.535], [1.083, -12.110, -2.696], [1.372, -10.860, -3.559], [2.800, -10.479, -3.151], [2.873, -10.796, -1.676], [2.006, -15.640, 0.690], [0.748, -15.371, 1.788], [2.280, -14.516, 1.973], [0.480, -12.988, 1.153], [0.379, -14.033, -0.286], [2.929, -13.435, -0.751], [2.757, -12.255, 0.443], [1.147, -10.607, 0.386], [-0.336, -11.352, -0.376], [0.590, -9.943, -1.059], [0.012, -12.271, -2.576], [1.653, -12.998, -2.971], [0.708, -10.037, -3.292], [1.282, -11.091, -4.621], [2.898, -9.422, -3.400], [3.548, -10.911, -3.815], [2.833, -9.892, -1.069], [3.831, -11.285, -1.497], [3.362, -8.117, -8.005], [4.162, -8.458, -6.764], [4.343, -9.898, -6.503], [4.297, -7.470, -5.686], [5.469, -8.100, -7.610], [1.862, -8.515, -7.332], [1.604, -8.313, -5.895], [1.260, -9.628, -8.102], [1.010, -7.313, -7.907], [-4.719, -8.842, -9.988], [-5.612, -9.710, -10.885], [-5.150, -10.749, -11.508], [-6.832, -9.363, -11.013], [-4.967, -7.794, -10.155], [-3.683, -8.911, -10.319], [-4.914, -8.999, -8.927]]}


{"formula": "C2H3Cl2NS", "method": "ωB97M-V/def2-TZVPD", "e_above_lowest_kcal_mol": 36.9, "smiles": "NC(=S)C(Cl)Cl", "max_force_ev_per_a": 12.38, "symbols": ["N", "C", "S", "C", "Cl", "Cl", "H", "H", "H"], "coordinates": [[0.573, -0.995, 1.369], [0.749, -0.174, 0.148], [2.336, 0.046, -0.432], [-0.446, 0.117, -0.613], [-1.606, -1.224, -0.360], [-1.016, 1.689, 0.239], [1.599, -0.710, 1.918], [-0.225, -1.046, 1.806], [-0.004, 0.422, -1.540]]}


{"formula": "C17H26F5N2O17", "method": "ωB97M-V/def2-TZVPD", "e_above_lowest_kcal_mol": 0.0, "total_charge": 1, "max_force_ev_per_a": 2.22, "symbols": ["N", "H", "H", "H", "H", "N", "H", "H", "H", "H", "C", "C", "O", "O", "H", "H", "H", "C", "C", "O", "C", "O", "O", "F", "H", "H", "H", "C", "C", "O", "C", "O", "O", "F", "H", "H", "H", "C", "C", "O", "C", "O", "O", "F", "H", "H", "H", "C", "C", "O", "C", "O", "O", "F", "H", "H", "H", "C", "C", "O", "C", "O", "O", "F", "H", "H", "H"], "coordinates": [[-0.606, 0.127, 2.867], [-0.797, -0.867, 2.804], [-0.343, 0.482, 1.894], [0.260, 0.340, 3.374], [-1.350, 0.662, 3.313], [-2.430, -3.430, 0.282], [-3.405, -3.256, 0.030], [-2.001, -4.155, -0.353], [-2.432, -3.665, 1.274], [-1.959, -2.495, 0.203], [-0.577, 0.218, -1.865], [-0.501, -0.061, -0.381], [0.069, 0.798, 0.333], [-0.830, -1.220, 0.009], [0.206, 0.853, -2.274], [-1.476, 0.803, -2.100], [-0.701, -0.686, -2.458], [-3.886, 1.744, -0.254], [-3.776, 2.885, -1.263], [-3.440, 3.972, -0.453], [-3.940, 3.784, 0.790], [-4.163, 4.629, 1.578], [-4.195, 2.444, 0.958], [-4.885, 3.052, -2.024], [-2.988, 1.131, -0.186], [-4.776, 1.152, -0.470], [-2.939, 2.761, -1.957], [3.128, 1.207, -0.965], [3.666, 1.403, 0.461], [4.221, 2.711, 0.296], [3.568, 3.365, -0.697], [3.627, 4.500, -0.986], [2.757, 2.499, -1.361], [4.716, 0.566, 0.665], [2.357, 0.443, -1.021], [3.964, 0.839, -1.566], [2.971, 1.363, 1.298], [2.209, -2.218, 1.333], [1.489, -3.497, 0.975], [1.749, -4.331, 2.084], [1.966, -3.536, 3.158], [2.118, -3.914, 4.259], [2.101, -2.235, 2.755], [1.977, -4.059, -0.164], [1.708, -1.384, 0.852], [3.244, -2.233, 0.989], [0.407, -3.436, 0.865], [0.910, -5.267, -3.900], [0.622, -3.781, -3.693], [-0.010, -3.705, -2.439], [-0.205, -4.941, -1.954], [-0.781, -5.209, -0.932], [0.234, -5.868, -2.789], [-0.241, -3.282, -4.609], [1.970, -5.507, -3.965], [0.511, -5.657, -4.837], [1.576, -3.253, -3.689], [0.339, 4.240, 0.802], [0.330, 4.161, 2.321], [-0.829, 4.827, 2.668], [-1.145, 5.709, 1.670], [-2.007, 6.506, 1.717], [-0.422, 5.424, 0.570], [1.491, 4.683, 2.816], [-0.055, 3.385, 0.244], [1.338, 4.337, 0.376], [0.293, 3.146, 2.720]]}


{"formula": "C19H23BF24O6P", "method": "ωB97M-V/def2-TZVPD", "total_energy_ha": -3951.81362, "total_charge": 1, "max_force_ev_per_a": 5.21, "symbols": ["O", "B", "O", "C", "P", "C", "C", "C", "O", "H", "H", "H", "H", "H", "H", "H", "H", "H", "H", "H", "C", "C", "C", "F", "F", "F", "F", "O", "C", "C", "F", "F", "F", "F", "H", "H", "H", "H", "C", "C", "C", "F", "F", "F", "F", "O", "C", "C", "F", "F", "F", "F", "H", "H", "H", "H", "C", "C", "C", "F", "F", "F", "F", "O", "C", "C", "F", "F", "F", "F", "H", "H", "H", "H"], "coordinates": [[5.482, 5.356, 0.754], [5.190, 3.969, 0.520], [5.995, 2.922, 1.072], [3.879, 3.628, -0.401], [2.443, 3.143, 0.715], [0.801, 3.071, -0.175], [-0.286, 3.495, 1.041], [-1.550, 4.455, 0.510], [-0.283, 4.920, 1.399], [5.486, 5.829, -0.102], [6.290, 3.280, 1.935], [3.640, 4.524, -1.055], [4.135, 2.778, -1.108], [2.747, 1.897, 1.367], [2.356, 4.102, 1.786], [0.484, 2.057, -0.537], [0.757, 3.897, -0.934], [-0.526, 2.686, 1.854], [-1.543, 5.533, 0.186], [-1.260, 4.099, -0.566], [8.924, 1.178, 0.347], [9.659, 1.007, 1.697], [10.936, 1.830, 1.893], [11.892, 1.530, 0.999], [11.467, 1.578, 3.115], [9.896, -0.306, 1.902], [8.778, 1.389, 2.671], [9.158, 0.184, -0.661], [10.278, 0.330, -1.503], [11.293, -0.807, -1.334], [11.746, -0.883, -0.067], [12.369, -0.603, -2.126], [10.821, 1.547, -1.334], [9.799, 0.310, -2.765], [7.860, 1.069, 0.575], [9.017, 2.191, -0.051], [10.728, 2.902, 1.835], [10.843, -1.769, -1.591], [-5.136, -0.099, -1.960], [-4.600, -1.512, -1.632], [-3.862, -1.667, -0.299], [-2.754, -0.902, -0.222], [-3.450, -2.948, -0.143], [-3.836, -1.941, -2.662], [-5.686, -2.342, -1.597], [-4.349, 0.724, -2.837], [-3.307, 1.488, -2.287], [-1.931, 1.064, -2.814], [-1.670, -0.227, -2.545], [-0.948, 1.797, -2.220], [-3.382, 1.469, -0.944], [-3.544, 2.766, -2.654], [-6.061, -0.258, -2.519], [-5.445, 0.445, -1.065], [-4.514, -1.422, 0.543], [-1.870, 1.203, -3.895], [-10.505, -4.658, 0.822], [-10.064, -6.110, 1.121], [-9.422, -6.364, 2.487], [-8.285, -5.670, 2.668], [-9.089, -7.674, 2.607], [-9.259, -6.537, 0.121], [-11.188, -6.879, 1.055], [-9.624, -3.844, 0.031], [-8.582, -3.155, 0.677], [-7.198, -3.627, 0.220], [-7.019, -4.941, 0.451], [-6.222, -2.972, 0.898], [-8.747, -3.222, 2.008], [-8.734, -1.851, 0.348], [-11.400, -4.746, 0.200], [-10.842, -4.134, 1.718], [-10.113, -6.121, 3.299], [-7.064, -3.452, -0.843]]}


{"formula": "C22H45BCl24NO2S", "method": "ωB97M-V/def2-TZVPD", "s_squared": 0.754, "spin_multiplicity": 2, "total_energy_ha": -12538.07411, "max_force_ev_per_a": 1.52, "symbols": ["C", "B", "O", "C", "S", "C", "C", "C", "C", "N", "O", "C", "C", "C", "C", "H", "H", "H", "H", "H", "H", "H", "H", "H", "H", "H", "H", "H", "H", "H", "H", "H", "H", "H", "H", "H", "C", "Cl", "Cl", "H", "H", "C", "Cl", "Cl", "H", "H", "C", "Cl", "Cl", "H", "H", "C", "Cl", "Cl", "H", "H", "C", "Cl", "Cl", "H", "H", "C", "Cl", "Cl", "H", "H", "C", "Cl", "Cl", "H", "H", "C", "Cl", "Cl", "H", "H", "C", "Cl", "Cl", "H", "H", "C", "Cl", "Cl", "H", "H", "C", "Cl", "Cl", "H", "H", "C", "Cl", "Cl", "H", "H"], "coordinates": [[-0.575, 0.282, 3.683], [-1.812, -0.438, 3.046], [-2.419, -1.403, 3.822], [-2.409, -0.105, 1.599], [-4.257, -0.099, 1.801], [-2.097, -1.144, 0.529], [-0.722, -1.064, -0.107], [0.394, -1.647, 0.769], [-0.820, -1.934, -1.361], [-0.307, 0.306, -0.529], [0.086, 0.436, -1.733], [-0.956, 1.512, 0.054], [0.135, 2.402, 0.688], [-1.533, 2.316, -1.106], [-2.089, 1.305, 1.084], [0.316, -0.320, 3.557], [-0.765, 0.437, 4.736], [-0.381, 1.251, 3.241], [-2.361, -2.291, 3.446], [-4.454, -1.416, 1.770], [-2.849, -1.093, -0.251], [-2.162, -2.137, 0.957], [0.796, -0.924, 1.460], [-0.051, -2.432, 1.373], [1.154, -2.121, 0.170], [-1.218, -2.897, -1.061], [0.132, -2.118, -1.826], [-1.537, -1.500, -2.040], [0.577, 3.000, -0.091], [-0.293, 3.091, 1.398], [0.941, 1.815, 1.108], [-2.126, 3.114, -0.673], [-2.216, 1.712, -1.679], [-0.766, 2.774, -1.705], [-1.893, 1.926, 1.943], [-2.997, 1.702, 0.652], [0.749, -4.432, -4.327], [-0.860, -3.701, -4.237], [0.997, -5.702, -3.124], [0.842, -4.892, -5.302], [1.501, -3.664, -4.195], [-1.631, -7.131, -5.334], [-2.822, -8.374, -5.736], [-0.099, -7.381, -6.184], [-2.028, -6.165, -5.617], [-1.438, -7.165, -4.269], [5.017, -6.620, -3.351], [3.860, -6.802, -4.673], [6.312, -7.821, -3.445], [5.454, -5.632, -3.405], [4.490, -6.755, -2.415], [0.639, 6.651, -0.019], [1.775, 6.329, 1.305], [-0.840, 5.709, 0.140], [0.387, 7.703, -0.001], [1.121, 6.390, -0.954], [-6.411, 1.862, -1.185], [-5.979, 3.107, -0.005], [-5.047, 1.380, -2.199], [-6.764, 0.991, -0.648], [-7.187, 2.257, -1.828], [-3.059, 1.540, -5.576], [-1.918, 1.327, -4.245], [-4.490, 0.523, -5.372], [-3.373, 2.576, -5.599], [-2.572, 1.269, -6.504], [2.501, 1.940, -3.010], [2.979, 3.126, -1.785], [3.865, 1.464, -4.035], [2.112, 1.063, -2.510], [1.736, 2.382, -3.635], [0.681, 6.502, 4.721], [1.782, 6.270, 6.087], [-0.765, 5.499, 4.871], [0.382, 7.542, 4.699], [1.187, 6.228, 3.802], [4.091, -8.422, 0.485], [2.619, -7.985, -0.389], [5.356, -7.197, 0.313], [3.851, -8.526, 1.535], [4.466, -9.355, 0.083], [3.668, -1.867, 3.748], [4.028, -0.470, 2.729], [1.955, -2.308, 3.708], [4.229, -2.709, 3.373], [3.952, -1.643, 4.768], [5.981, 4.092, 4.826], [6.749, 5.277, 3.763], [6.088, 2.450, 4.183], [6.477, 4.118, 5.788], [4.936, 4.350, 4.926], [-4.085, 5.721, 3.425], [-3.350, 7.039, 2.504], [-3.689, 4.129, 2.759], [-3.714, 5.767, 4.442], [-5.160, 5.845, 3.406]]}